No. 1
The following is a DFT calculation (the ωB97M-V functional and the def2-TZVPD basis) of C48H36CrF5N2O5P2S2Se2 as an isolated structure.

Computed properties:
- spin multiplicity = 5
- expectation value of S² = 6.177
- HOMO (spin up / spin down) (eV) = -4.5 / -4.8
- net charge = -1
- LUMO (spin up / spin down) (eV) = 1.26 / 1.58
- HOMO-LUMO gap (spin up / spin down) (eV) = 5.77 / 6.38

CARTESIAN COORDINATES (ANGSTROEM)
Cr  0.14  -0.24  -0.06
O  0.89  2.21  0.46
S  1.74  1.66  1.51
O  3.13  2.01  1.45
O  1.43  0.21  1.62
C  1.08  2.29  3.04
C  1.86  2.73  4.09
C  1.24  3.19  5.25
C  -0.14  3.21  5.33
C  -0.91  2.74  4.28
C  -0.30  2.26  3.12
P  -1.25  1.61  1.69
C  -2.76  1.17  2.66
C  -2.79  -0.15  3.11
C  -3.87  -0.65  3.81
C  -4.94  0.18  4.10
C  -4.91  1.50  3.68
C  -3.83  1.99  2.96
C  -1.76  3.22  0.98
C  -0.92  4.33  1.01
C  -1.31  5.50  0.37
C  -2.54  5.58  -0.26
C  -3.38  4.48  -0.26
C  -2.98  3.30  0.33
H  2.93  2.71  3.98
H  1.84  3.54  6.08
H  -0.63  3.59  6.21
H  -1.99  2.76  4.35
H  -1.96  -0.80  2.86
H  -3.89  -1.69  4.11
H  -5.79  -0.20  4.64
H  -5.74  2.16  3.90
H  -3.84  3.02  2.63
H  0.04  4.28  1.50
H  -0.64  6.34  0.35
H  -2.83  6.49  -0.76
H  -4.35  4.54  -0.75
H  -3.63  2.43  0.29
O  -3.26  -5.41  2.86
C  -2.06  -4.99  3.46
C  -1.38  -3.96  2.61
C  -0.52  -3.03  3.20
C  -0.03  -2.00  2.43
N  -0.28  -1.87  1.12
C  -0.97  -2.86  0.51
C  -1.58  -3.88  1.25
C  -1.03  -2.73  -0.94
C  -1.70  -3.63  -1.72
C  -2.22  -3.37  -3.11
C  -3.14  -4.53  -3.53
O  -2.55  -5.80  -3.39
C  0.04  -2.35  -3.74
C  0.28  -1.66  -2.62
N  -0.30  -1.64  -1.37
H  -3.74  -5.99  3.47
H  -1.38  -5.86  3.60
H  -2.24  -4.56  4.46
H  -0.28  -3.08  4.25
H  0.58  -1.22  2.87
H  -2.24  -4.59  0.77
H  -2.16  -4.47  -1.22
H  -3.46  -4.37  -4.57
H  -4.03  -4.54  -2.90
H  -1.65  -5.76  -3.74
H  0.73  -2.17  -4.55
H  1.13  -1.00  -2.66
Se  -0.77  1.40  -1.78
P  -2.77  0.44  -1.89
Se  -3.49  -0.45  -0.10
C  -2.63  -0.84  -3.21
C  -2.14  -0.41  -4.43
C  -1.96  -1.27  -5.54
C  -1.64  -2.58  -5.45
C  -1.12  -3.20  -4.17
C  -2.98  -2.12  -2.84
C  -4.03  1.61  -2.53
C  -5.35  1.19  -2.50
C  -6.35  2.04  -2.95
C  -6.02  3.30  -3.42
C  -4.70  3.71  -3.45
C  -3.70  2.87  -3.00
H  -2.01  0.66  -4.57
H  -2.09  -0.82  -6.52
H  -1.57  -3.17  -6.35
H  -0.73  -4.20  -4.42
H  -3.69  -2.21  -2.02
H  -5.59  0.22  -2.11
H  -7.39  1.73  -2.90
H  -6.81  3.96  -3.77
H  -4.46  4.71  -3.81
H  -2.66  3.18  -2.99
F  5.65  0.17  -5.79
C  4.94  0.06  -4.65
C  5.42  -0.69  -3.57
F  6.61  -1.32  -3.68
C  4.68  -0.79  -2.41
F  5.17  -1.53  -1.41
C  3.44  -0.14  -2.24
S  2.63  -0.23  -0.73
C  2.99  0.60  -3.35
F  1.81  1.24  -3.26
C  3.71  0.69  -4.52
F  3.23  1.41  -5.56

=====

No. 2
The following is a DFT calculation (the ωB97M-V functional and the def2-TZVPD basis) of C48H37BrF4N11O6PSTi as an isolated structure.

Computed properties:
- spin multiplicity = 3
- expectation value of S² = 2.031
- HOMO (spin up / spin down) (eV) = -4.7 / -7.5
- LUMO (spin up / spin down) (eV) = -0.68 / -0.68
- HOMO-LUMO gap (spin up / spin down) (eV) = 4.02 / 6.79

CARTESIAN COORDINATES (ANGSTROEM)
Ti  -0.34  0.15  0.11
O  4.93  -0.74  3.04
C  3.72  -0.51  2.47
C  2.74  0.35  3.02
C  1.55  0.52  2.37
N  1.37  0.02  1.14
C  2.38  -0.61  0.49
C  3.47  -1.03  1.18
C  2.10  -0.74  -0.98
O  2.75  -1.33  -1.79
O  0.87  -0.12  -1.25
C  0.58  1.56  2.64
O  0.45  2.28  3.64
O  -0.26  1.62  1.58
H  5.09  -0.36  3.95
H  2.85  0.77  4.03
H  4.15  -1.74  0.66
F  0.74  9.77  -1.45
C  0.78  8.41  -1.50
C  1.82  7.79  -2.18
F  2.87  8.58  -2.57
C  1.90  6.44  -2.19
F  2.94  5.86  -2.86
C  0.95  5.68  -1.56
P  0.97  3.93  -1.49
C  2.59  3.63  -0.72
C  3.08  4.45  0.31
C  4.33  4.26  0.84
C  5.19  3.27  0.32
C  4.73  2.45  -0.71
C  3.42  2.62  -1.22
C  0.88  3.53  -3.25
C  2.04  3.33  -3.96
C  1.93  2.87  -5.27
C  0.71  2.77  -5.91
C  -0.45  3.11  -5.23
C  -0.38  3.38  -3.86
C  -0.13  6.27  -0.89
Br  -1.44  5.32  0.10
C  -0.20  7.65  -0.94
F  -1.27  8.22  -0.36
H  2.49  5.30  0.67
H  4.65  4.87  1.68
H  6.16  3.12  0.74
H  5.41  1.69  -1.10
H  3.14  1.89  -2.02
H  3.01  3.49  -3.45
H  2.85  2.66  -5.80
H  0.63  2.39  -6.96
H  -1.41  3.10  -5.77
H  -1.28  3.61  -3.29
C  -4.74  -2.81  1.99
N  -3.55  -1.91  1.89
C  -2.71  -1.76  0.88
N  -1.62  -1.06  1.30
C  -1.84  -0.91  2.64
N  -2.98  -1.37  3.07
C  -4.22  -4.05  2.70
C  -4.53  -4.28  4.03
C  -3.85  -5.29  4.72
C  -2.82  -6.03  4.15
C  -2.48  -5.75  2.81
C  -3.27  -4.85  2.08
C  -1.32  -6.32  2.21
N  -0.39  -7.01  2.84
N  0.67  -7.10  1.98
C  0.37  -6.47  0.87
O  -0.94  -6.01  0.90
C  1.21  -6.24  -0.27
C  2.59  -6.56  -0.20
C  3.44  -6.01  -1.16
C  2.93  -5.17  -2.17
C  1.59  -4.92  -2.26
C  1.08  -4.01  -3.32
N  0.17  -2.99  -2.84
C  -0.26  -2.66  -1.61
N  -1.12  -1.62  -1.64
C  -1.24  -1.42  -3.00
N  -0.49  -2.17  -3.73
C  0.72  -5.51  -1.37
H  -5.07  -3.04  0.98
H  -5.50  -2.30  2.59
H  -2.89  -2.06  -0.13
H  -1.17  -0.42  3.34
H  -5.33  -3.75  4.53
H  -4.16  -5.53  5.72
H  -2.20  -6.73  4.69
H  -3.12  -4.81  0.99
H  3.03  -7.22  0.55
H  4.51  -6.18  -1.01
H  3.63  -4.76  -2.92
H  0.48  -4.50  -4.13
H  1.90  -3.54  -3.86
H  0.07  -3.18  -0.73
H  -1.88  -0.66  -3.41
H  -0.36  -5.36  -1.50
C  -3.12  2.49  3.14
N  -2.61  2.38  1.75
C  -3.15  1.88  0.62
S  -2.17  1.44  -0.79
N  -4.50  1.63  0.42
C  -5.52  2.27  1.21
H  -2.31  2.92  3.74
H  -3.39  1.50  3.58
H  -3.95  3.23  3.19
H  -1.54  2.38  1.69
H  -4.76  1.15  -0.44
H  -5.54  1.82  2.19
H  -6.49  2.09  0.74
H  -5.34  3.36  1.31

=====

No. 3
The following is a DFT calculation (the ωB97M-V functional and the def2-TZVPD basis) of C48H38CsIN6O2P as an isolated structure.

Computed properties:
- HOMO (eV) = -4.8
- net charge = -1
- LUMO (eV) = 2.12
- HOMO-LUMO gap (eV) = 6.89

CARTESIAN COORDINATES (ANGSTROEM)
Cs  0.64  0.13  0.63
C  -0.66  5.00  -1.16
C  -0.81  3.51  -1.09
N  -0.54  2.81  -0.05
N  -0.23  3.47  1.09
C  0.64  2.95  1.95
O  1.57  2.13  1.78
C  0.45  3.52  3.34
C  0.95  2.79  4.42
C  0.76  3.24  5.72
C  0.10  4.44  5.95
C  -0.38  5.18  4.88
C  -0.21  4.71  3.58
C  -1.46  2.79  -2.21
C  -2.06  3.49  -3.26
C  -2.78  2.80  -4.22
C  -2.90  1.43  -4.11
C  -2.25  0.81  -3.06
N  -1.54  1.45  -2.14
H  -1.62  5.50  -1.00
H  -0.27  5.32  -2.12
H  0.02  5.33  -0.38
H  1.48  1.87  4.22
H  1.14  2.66  6.55
H  -0.04  4.80  6.96
H  -0.89  6.12  5.05
H  -0.60  5.27  2.74
H  -1.97  4.57  -3.31
H  -3.26  3.34  -5.03
H  -3.47  0.85  -4.82
H  -2.28  -0.27  -2.95
O  0.48  -2.38  0.72
C  -0.69  -2.74  0.38
N  -1.79  -2.74  1.07
C  -1.67  -2.38  2.47
C  -2.45  -1.13  2.84
C  -3.46  -1.17  3.80
C  -4.09  0.01  4.16
C  -3.70  1.19  3.56
C  -2.69  1.14  2.61
N  -2.08  0.01  2.26
C  -0.85  -3.19  -1.06
C  -1.82  -4.12  -1.43
C  -1.92  -4.47  -2.77
C  -1.07  -3.87  -3.69
C  -0.16  -2.94  -3.23
N  -0.05  -2.60  -1.94
H  -0.63  -2.22  2.79
H  -2.07  -3.19  3.10
H  -3.74  -2.11  4.25
H  -4.88  0.00  4.91
H  -4.15  2.14  3.82
H  -2.33  2.03  2.12
H  -2.47  -4.52  -0.67
H  -2.66  -5.20  -3.09
H  -1.11  -4.11  -4.74
H  0.52  -2.43  -3.91
I  2.95  -2.46  -0.45
C  4.95  -2.26  -1.12
C  5.68  -3.41  -0.93
C  7.05  -3.49  -1.22
C  7.69  -2.38  -1.69
C  6.98  -1.18  -1.90
C  7.72  -0.06  -2.37
C  7.11  1.12  -2.61
C  5.72  1.22  -2.43
C  4.94  0.18  -1.98
P  3.12  0.52  -1.84
C  2.98  2.31  -2.22
C  2.93  2.87  -3.49
C  2.77  4.23  -3.66
C  2.67  5.06  -2.55
C  2.70  4.52  -1.28
C  2.84  3.15  -1.11
C  2.55  -0.17  -3.44
C  3.39  -0.79  -4.36
C  2.89  -1.22  -5.59
C  1.56  -1.02  -5.90
C  0.71  -0.41  -4.98
C  1.20  0.00  -3.76
C  5.58  -1.08  -1.66
H  5.19  -4.28  -0.52
H  7.59  -4.41  -1.05
H  8.75  -2.39  -1.90
H  8.79  -0.19  -2.53
H  7.67  1.98  -2.96
H  5.26  2.17  -2.66
H  3.01  2.22  -4.36
H  2.73  4.65  -4.66
H  2.54  6.13  -2.68
H  2.59  5.15  -0.41
H  2.80  2.73  -0.11
H  4.43  -0.94  -4.13
H  3.55  -1.71  -6.29
H  1.17  -1.34  -6.86
H  -0.33  -0.26  -5.22
H  0.53  0.45  -3.04

=====

No. 4
The following is a DFT calculation (the ωB97M-V functional and the def2-TZVPD basis) of C48H39BrGeIrN3O5STe as an isolated structure.

Computed properties:
- HOMO (eV) = -6.8
- LUMO (eV) = -0.99
- HOMO-LUMO gap (eV) = 5.85

CARTESIAN COORDINATES (ANGSTROEM)
Ir  -0.14  0.26  -0.70
Br  -1.85  -4.32  2.29
C  -2.43  -1.72  0.10
C  -3.67  -2.30  0.03
C  -4.56  -1.80  -0.92
C  -4.16  -0.76  -1.73
C  -2.88  -0.24  -1.60
N  -2.02  -0.73  -0.70
C  -2.39  0.92  -2.44
O  -3.10  1.44  -3.27
O  -1.18  1.28  -2.12
H  -3.92  -3.12  0.68
H  -5.55  -2.24  -1.02
H  -4.81  -0.32  -2.48
O  2.09  -0.61  2.76
C  1.94  -0.25  1.60
O  0.75  -0.38  1.05
C  3.11  0.30  0.85
C  4.35  -0.01  1.39
C  5.52  0.46  0.82
C  5.46  1.24  -0.32
C  4.23  1.55  -0.88
C  3.04  1.10  -0.31
S  1.57  1.69  -1.06
H  4.38  -0.61  2.29
H  6.48  0.20  1.26
H  6.36  1.60  -0.79
H  4.18  2.15  -1.78
C  5.00  -3.36  -0.15
C  4.94  -2.57  -1.30
C  3.72  -2.06  -1.73
C  2.54  -2.31  -1.04
C  2.63  -3.09  0.12
C  3.84  -3.61  0.56
Ge  0.88  -1.58  -1.81
C  1.29  -1.25  -3.70
C  1.15  0.00  -4.28
C  1.40  0.19  -5.64
C  1.78  -0.88  -6.43
C  1.92  -2.15  -5.86
C  1.67  -2.33  -4.51
C  -0.41  -3.08  -1.97
C  -0.29  -4.30  -1.33
C  -1.23  -5.31  -1.50
C  -2.32  -5.10  -2.33
C  -2.45  -3.90  -3.01
C  -1.51  -2.90  -2.83
H  5.94  -3.76  0.18
H  5.84  -2.36  -1.86
H  3.70  -1.46  -2.63
H  1.75  -3.31  0.71
H  3.87  -4.20  1.46
H  0.85  0.84  -3.68
H  1.28  1.17  -6.08
H  1.98  -0.74  -7.49
H  2.22  -2.99  -6.47
H  1.77  -3.32  -4.08
H  0.57  -4.49  -0.68
H  -1.12  -6.25  -0.97
H  -3.06  -5.89  -2.46
H  -3.28  -3.74  -3.68
H  -1.61  -1.97  -3.38
Te  -0.82  -2.13  1.38
C  -1.56  -1.18  3.11
C  -2.93  -1.01  3.29
C  -3.37  -0.41  4.45
C  -2.46  0.02  5.41
C  -1.10  -0.16  5.21
C  -0.64  -0.75  4.04
H  -3.64  -1.34  2.55
H  -4.44  -0.27  4.61
H  -2.82  0.49  6.32
H  -0.39  0.18  5.95
H  0.43  -0.85  3.86
C  -2.05  5.84  2.14
N  -2.45  4.51  1.76
N  -1.57  3.44  1.71
C  -2.26  2.29  1.38
O  -1.69  1.19  1.29
C  -3.62  2.70  1.20
C  -3.68  4.05  1.45
C  -4.85  4.97  1.41
C  -0.17  3.55  1.90
C  0.45  2.72  2.82
C  1.83  2.76  2.95
C  2.57  3.64  2.18
C  1.95  4.47  1.26
C  0.57  4.42  1.10
H  -1.14  5.79  2.73
H  -2.84  6.28  2.76
H  -1.88  6.48  1.27
H  -4.43  2.06  0.91
H  -5.71  4.45  1.00
H  -4.65  5.84  0.78
H  -5.10  5.32  2.41
H  -0.15  2.03  3.40
H  2.32  2.08  3.63
H  3.65  3.66  2.27
H  2.53  5.13  0.64
H  0.08  5.01  0.34

=====

Going through the records in order, we get ΔE to the lowest compared entry with this formula, charge and spin values of 500.4; 145.6; 108.8; 0.0 kJ/mol.